1.
{
  "formula": "C40H37GeMnN3S3",
  "method": "ωB97M-V/def2-TZVPD",
  "symbols": ["Mn", "C", "N", "C", "C", "N", "C", "C", "C", "C", "C", "C", "C", "S", "C", "C", "C", "C", "C", "C", "S", "H", "H", "H", "H", "H", "H", "H", "H", "H", "H", "H", "H", "H", "H", "H", "H", "H", "H", "S", "C", "C", "C", "C", "C", "N", "H", "H", "H", "H", "C", "Ge", "C", "C", "C", "C", "C", "C", "C", "C", "C", "C", "C", "C", "C", "C", "C", "C", "C", "C", "H", "H", "H", "H", "H", "H", "H", "H", "H", "H", "H", "H", "H", "H", "H"],
  "xyz": [[-0.170, 0.115, -1.215], [1.952, 2.204, -0.902], [0.707, 1.980, -1.686], [1.033, 1.915, -3.136], [1.629, 0.572, -3.474], [0.623, -0.499, -3.238], [1.318, -1.806, -3.346], [-0.392, -0.438, -4.309], [-0.086, -0.801, -5.619], [-1.045, -0.713, -6.612], [-2.319, -0.250, -6.300], [-2.617, 0.130, -5.008], [-1.653, 0.042, -3.999], [-2.066, 0.579, -2.379], [-0.175, 3.118, -1.399], [0.071, 4.373, -1.942], [-0.727, 5.449, -1.593], [-1.763, 5.271, -0.683], [-2.002, 4.025, -0.134], [-1.211, 2.935, -0.497], [-1.537, 1.362, 0.196], [2.467, 3.098, -1.262], [2.621, 1.350, -0.984], [1.680, 2.350, 0.141], [1.734, 2.708, -3.407], [0.108, 2.069, -3.691], [2.502, 0.352, -2.856], [1.953, 0.559, -4.518], [1.833, -1.894, -4.301], [0.593, -2.613, -3.267], [2.071, -1.898, -2.569], [0.901, -1.150, -5.890], [-0.798, -1.002, -7.624], [-3.076, -0.179, -7.070], [-3.601, 0.508, -4.759], [0.885, 4.522, -2.639], [-0.541, 6.421, -2.026], [-2.389, 6.107, -0.404], [-2.812, 3.879, 0.569], [1.534, -1.166, -0.232], [0.331, -2.456, -0.552], [0.470, -3.813, -0.384], [-0.636, -4.593, -0.708], [-1.794, -3.991, -1.173], [-1.833, -2.611, -1.316], [-0.776, -1.868, -1.010], [1.383, -4.239, 0.004], [-0.591, -5.667, -0.585], [-2.664, -4.580, -1.428], [-2.695, -2.072, -1.691], [0.343, -0.070, 0.545], [0.199, -0.261, 2.533], [-0.044, -2.198, 2.693], [1.084, -2.984, 2.936], [0.985, -4.366, 3.033], [-0.249, -4.984, 2.889], [-1.380, -4.217, 2.645], [-1.276, -2.836, 2.544], [1.955, 0.168, 3.255], [2.126, 0.098, 4.638], [3.360, 0.353, 5.216], [4.447, 0.683, 4.418], [4.294, 0.756, 3.042], [3.056, 0.499, 2.468], [-1.155, 0.815, 3.407], [-2.509, 0.481, 3.422], [-3.433, 1.298, 4.051], [-3.016, 2.467, 4.676], [-1.674, 2.809, 4.673], [-0.748, 1.984, 4.045], [2.053, -2.514, 3.067], [1.869, -4.957, 3.238], [-0.332, -6.060, 2.981], [-2.347, -4.692, 2.542], [-2.175, -2.264, 2.352], [1.288, -0.156, 5.278], [3.474, 0.295, 6.291], [5.410, 0.883, 4.868], [5.138, 1.014, 2.415], [2.961, 0.560, 1.391], [-2.867, -0.411, 2.924], [-4.480, 1.026, 4.052], [-3.738, 3.107, 5.167], [-1.342, 3.717, 5.160], [0.298, 2.265, 4.053]],
  "lowdin_charge": [0.072, -0.042, -0.214, -0.143, -0.145, -0.177, -0.069, -0.270, -0.032, -0.069, -0.070, -0.096, -0.540, 0.774, -0.286, -0.023, -0.065, -0.067, -0.083, -0.534, 0.803, 0.107, 0.065, 0.100, 0.129, 0.132, 0.117, 0.138, 0.091, 0.105, 0.050, 0.108, 0.109, 0.111, 0.108, 0.114, 0.109, 0.111, 0.112, 0.992, -0.541, -0.045, -0.031, -0.018, -0.075, -0.034, 0.124, 0.124, 0.118, 0.106, -0.618, 0.961, -0.268, -0.109, -0.080, -0.082, -0.083, -0.098, -0.295, -0.108, -0.068, -0.073, -0.074, -0.114, -0.313, -0.125, -0.074, -0.075, -0.072, -0.107, 0.101, 0.110, 0.109, 0.111, 0.090, 0.113, 0.110, 0.108, 0.107, 0.053, 0.083, 0.108, 0.107, 0.108, 0.098],
  "e_tot_ha": -6132.93418,
  "orbital_gap_ev": [5.90, 5.91],
  "charge": 1,
  "homo_energy_ev": [-9.850, -9.852]
}



2.
{
  "formula": "C40H37N7O5",
  "method": "ωB97M-V/def2-TZVPD",
  "symbols": ["C", "C", "C", "C", "C", "C", "N", "C", "C", "C", "C", "C", "C", "C", "C", "C", "C", "O", "N", "C", "C", "C", "C", "C", "C", "C", "C", "C", "N", "C", "C", "C", "C", "C", "C", "C", "C", "C", "C", "H", "H", "H", "H", "H", "H", "H", "H", "H", "H", "H", "H", "H", "H", "H", "H", "H", "H", "H", "H", "H", "H", "H", "H", "H", "H", "H", "H", "H", "H", "H", "H", "H", "H", "H", "O", "N", "C", "C", "C", "N", "O", "O", "N", "C", "N", "C", "O", "H", "H"],
  "xyz": [[4.077, 3.690, 3.019], [3.454, 2.737, 2.036], [2.789, 1.591, 2.475], [2.172, 0.710, 1.580], [1.490, -0.519, 2.104], [2.160, 1.044, 0.224], [1.398, 0.243, -0.674], [0.020, 0.163, -0.771], [-1.017, 0.411, 0.229], [-0.970, 1.409, 1.293], [-1.737, 1.222, 2.537], [-0.453, 2.714, 0.952], [-0.297, 3.115, -0.399], [0.192, 4.377, -0.731], [0.587, 5.261, 0.276], [0.441, 4.899, 1.621], [-0.132, 3.674, 1.957], [-2.075, -0.268, 0.115], [-0.238, -0.633, -1.842], [-1.483, -1.177, -2.286], [-2.630, -0.342, -2.385], [-2.607, 1.149, -2.454], [-3.878, -0.954, -2.340], [-4.017, -2.337, -2.283], [-5.379, -2.922, -2.042], [-2.874, -3.135, -2.420], [-1.584, -2.576, -2.414], [-0.402, -3.483, -2.404], [0.941, -0.988, -2.474], [1.909, -0.484, -1.754], [3.328, -0.700, -2.022], [3.739, -0.925, -3.356], [5.085, -1.091, -3.662], [6.047, -1.099, -2.641], [5.650, -0.911, -1.312], [4.301, -0.762, -0.995], [2.848, 2.164, -0.257], [2.880, 2.521, -1.712], [3.485, 2.995, 0.668], [4.837, 4.317, 2.536], [3.322, 4.366, 3.446], [4.543, 3.157, 3.858], [2.726, 1.382, 3.545], [1.541, -1.369, 1.412], [1.969, -0.823, 3.049], [0.428, -0.322, 2.325], [-2.267, 2.153, 2.786], [-2.467, 0.422, 2.397], [-1.094, 0.997, 3.405], [-0.579, 2.416, -1.195], [0.294, 4.648, -1.784], [1.039, 6.218, 0.013], [0.776, 5.560, 2.421], [-0.301, 3.405, 3.005], [-3.472, 1.469, -3.053], [-2.753, 1.591, -1.456], [-1.709, 1.559, -2.922], [-4.767, -0.314, -2.298], [-5.427, -3.968, -2.357], [-5.643, -2.858, -0.973], [-6.131, -2.338, -2.589], [-2.979, -4.219, -2.514], [-0.680, -4.420, -2.896], [0.438, -3.034, -2.943], [-0.084, -3.726, -1.380], [2.976, -0.939, -4.135], [5.397, -1.223, -4.703], [7.105, -1.269, -2.878], [6.396, -0.889, -0.509], [3.992, -0.685, 0.048], [3.176, 3.573, -1.820], [3.619, 1.916, -2.256], [1.905, 2.397, -2.201], [3.996, 3.886, 0.298], [-4.603, -0.588, 0.809], [-4.826, -1.046, 1.950], [-3.867, -1.871, 2.599], [-2.587, -2.128, 2.087], [-2.131, -3.385, 2.424], [-1.013, -4.059, 1.948], [-0.032, -3.674, 1.327], [-1.167, -5.413, 2.298], [-2.394, -5.613, 2.989], [-2.938, -4.364, 3.095], [-4.096, -4.044, 3.665], [-4.446, -2.776, 3.578], [-5.902, -0.864, 2.566], [-2.027, -1.561, 1.357], [-5.312, -2.434, 4.165]],
  "lowdin_charge": [-0.044, -0.259, 0.007, -0.195, -0.021, -0.164, 0.146, -0.042, -0.329, -0.193, -0.047, -0.184, -0.044, -0.095, -0.103, -0.093, -0.030, -0.088, 0.070, -0.104, -0.199, -0.030, -0.018, -0.260, -0.046, 0.003, -0.189, -0.044, 0.199, -0.184, -0.152, -0.025, -0.075, -0.075, -0.067, -0.013, -0.189, -0.022, 0.006, 0.080, 0.082, 0.082, 0.127, 0.080, 0.092, 0.066, 0.093, 0.053, 0.088, 0.083, 0.106, 0.097, 0.100, 0.109, 0.090, 0.095, 0.081, 0.133, 0.077, 0.083, 0.083, 0.118, 0.083, 0.061, 0.077, 0.116, 0.109, 0.108, 0.111, 0.115, 0.089, 0.083, 0.084, 0.125, 0.086, -0.311, -0.106, 0.135, -0.087, -0.159, 0.067, 0.034, 0.159, -0.298, 0.149, -0.012, 0.042, 0.098, 0.133],
  "e_tot_ha": -2305.62105,
  "orbital_gap_ev": 4.65,
  "relative_energy_kj_mol": 0.0,
  "homo_energy_ev": -6.378
}



3.
{
  "formula": "C40H37NO2P2SiZn",
  "method": "ωB97M-V/def2-TZVPD",
  "symbols": ["Zn", "C", "Si", "C", "C", "C", "C", "C", "C", "P", "C", "C", "C", "C", "C", "C", "C", "C", "C", "C", "C", "C", "C", "C", "C", "C", "C", "C", "P", "C", "C", "C", "C", "C", "C", "C", "C", "C", "C", "C", "C", "H", "H", "H", "H", "H", "H", "H", "H", "H", "H", "H", "H", "H", "H", "H", "H", "H", "H", "H", "H", "H", "H", "H", "H", "H", "H", "H", "H", "H", "H", "H", "N", "C", "O", "C", "C", "H", "H", "H", "H", "H", "H", "O"],
  "xyz": [[-0.264, -0.029, 0.968], [-3.726, 0.132, -1.366], [-2.375, -0.292, -0.103], [-2.235, -2.228, 0.334], [-3.320, -2.999, 0.761], [-3.246, -4.377, 0.938], [-2.060, -5.038, 0.672], [-0.959, -4.310, 0.236], [-1.004, -2.932, 0.061], [0.532, -1.944, -0.551], [1.099, -3.013, -2.008], [0.643, -2.591, -3.257], [1.010, -3.246, -4.424], [1.856, -4.346, -4.371], [2.317, -4.787, -3.137], [1.936, -4.131, -1.973], [1.831, -2.444, 0.649], [1.535, -2.865, 1.943], [2.546, -3.192, 2.841], [3.876, -3.096, 2.467], [4.184, -2.657, 1.180], [3.178, -2.331, 0.291], [-2.133, 1.280, 1.158], [-2.949, 1.626, 2.203], [-2.657, 2.754, 3.006], [-1.622, 3.620, 2.634], [-0.835, 3.364, 1.512], [-0.994, 2.180, 0.767], [0.099, 1.677, -0.870], [-0.758, 2.958, -2.021], [-1.113, 2.463, -3.271], [-1.711, 3.272, -4.234], [-1.969, 4.605, -3.956], [-1.629, 5.119, -2.708], [-1.034, 4.303, -1.758], [1.737, 2.573, -0.749], [2.151, 3.295, -1.876], [3.365, 3.972, -1.922], [4.215, 3.945, -0.825], [3.828, 3.219, 0.295], [2.617, 2.539, 0.330], [-4.750, 0.005, -0.992], [-3.623, -0.495, -2.255], [-3.610, 1.175, -1.667], [-4.269, -2.507, 0.954], [-4.118, -4.932, 1.270], [-1.990, -6.114, 0.792], [-0.033, -4.838, 0.027], [-0.007, -1.722, -3.303], [0.641, -2.890, -5.380], [2.153, -4.854, -5.282], [2.978, -5.646, -3.081], [2.305, -4.494, -1.020], [0.503, -2.922, 2.269], [2.284, -3.517, 3.843], [4.666, -3.349, 3.166], [5.220, -2.552, 0.875], [3.434, -1.957, -0.693], [-3.814, 1.022, 2.446], [-3.291, 3.029, 3.841], [-1.535, 4.521, 3.231], [-0.079, 4.082, 1.213], [-0.905, 1.421, -3.494], [-1.970, 2.858, -5.203], [-2.432, 5.241, -4.703], [-1.825, 6.162, -2.480], [-0.764, 4.726, -0.799], [1.522, 3.330, -2.756], [3.640, 4.520, -2.817], [5.163, 4.472, -0.845], [4.482, 3.165, 1.159], [2.357, 1.954, 1.199], [-2.306, -0.519, 4.482], [-1.406, -0.222, 3.508], [-1.304, -1.041, 2.568], [-0.654, 1.064, 3.652], [0.503, 1.141, 2.712], [-2.809, -1.387, 4.421], [-2.389, 0.057, 5.299], [-0.312, 1.159, 4.700], [-1.428, 1.934, 3.291], [1.441, 0.659, 3.024], [0.832, 2.140, 2.456], [1.533, 0.075, 0.508]],
  "lowdin_charge": [0.259, -0.259, 0.700, -0.299, -0.139, -0.130, -0.119, -0.116, -0.327, 1.039, -0.331, -0.112, -0.118, -0.135, -0.117, -0.113, -0.378, -0.098, -0.112, -0.135, -0.112, -0.126, -0.324, -0.177, -0.191, -0.121, -0.137, -0.285, 1.065, -0.370, -0.133, -0.115, -0.131, -0.111, -0.095, -0.327, -0.116, -0.129, -0.140, -0.101, -0.098, -0.003, 0.005, 0.005, 0.084, 0.081, 0.084, 0.092, 0.090, 0.087, 0.081, 0.086, 0.094, 0.090, 0.085, 0.076, 0.086, 0.108, 0.098, 0.096, 0.099, 0.097, 0.089, 0.087, 0.082, 0.086, 0.086, 0.087, 0.081, 0.078, 0.089, 0.062, 0.161, -0.501, -0.053, -0.251, -0.191, 0.100, 0.087, 0.102, 0.060, 0.036, 0.004, -0.687],
  "e_tot_ha": -4502.89657,
  "orbital_gap_ev": 3.61,
  "relative_energy_kj_mol": 858.9,
  "charge": -2,
  "homo_energy_ev": 0.836
}